1.
Density functional theory data (wB97M-V/def2-TZVPD) for a structure of composition C6H13NO.

Atoms and positions in Å:
H 0.6572 -0.9544 -2.1800
C -0.4884 -0.8487 -1.8426
H 0.9117 1.7397 -0.5145
H -0.2822 1.3603 -1.8400
C 0.0789 -1.4781 1.0245
O 2.3051 -0.1302 -0.0241
N -1.0305 -0.3462 -0.6010
C -0.0579 -0.1328 0.5377
C 1.2110 0.8649 0.4991
H -1.2727 -1.4742 -2.4434
H -0.7362 0.1501 2.7644
H 2.9300 0.8561 -0.4684
H -0.6817 -2.4462 0.8903
H 0.1572 -1.5492 2.1458
H -2.0339 0.6770 0.7747
C -0.8557 0.7323 1.5291
C -0.9898 0.5634 -1.6889
H -1.8526 0.7260 -2.5305
H -0.3807 2.0245 1.8199
H 1.5443 1.7564 1.6295
H 0.8668 -2.0906 0.5184

Its energy above the lowest of the compared OMol25 structures with the same formula, charge and spin is 284.2 kcal/mol. Its HOMO-LUMO gap is 9.50 eV. The calculated total energy is -9958.8505 eV. As for the LUMO energy: 0.293 eV. As for the total charge: 0.

2.
Density functional theory data (wB97M-V/def2-TZVPD) for an isolated molecule of C22H25N3O5S2.

Atoms and positions in Å:
H 1.8050 -2.6488 0.3070
C -0.9621 -0.5819 -2.3627
C 6.2124 -2.8119 1.9401
H -6.4363 -3.3326 3.0799
N 1.3944 -0.9012 -1.8575
H 0.0043 2.4272 2.4903
C -4.1159 -1.8642 -0.0605
H -6.5072 -1.4144 3.4715
C -0.8030 1.2235 -1.1768
H 7.1884 -2.5549 2.1851
C 2.5636 -1.2021 -1.1638
H -0.2776 4.4180 0.5562
N 0.3211 1.8836 -1.4758
C -5.1537 -0.8264 0.0980
O 0.0179 -2.4483 -1.3225
H -6.1512 -3.0659 0.5637
H -3.7712 2.0492 -1.3569
O 6.0952 -1.8797 0.8119
O 2.8828 1.4957 2.2606
C 2.5145 -1.9370 -0.0440
H 1.4213 3.7493 2.1145
C 3.8181 -0.2895 -1.5016
H 2.7408 1.6956 -0.8850
C 0.9017 2.8597 -0.9342
H 3.7953 0.3028 -2.4659
S -1.5374 2.5528 0.0081
C 4.9819 -1.6443 0.4459
C 3.7936 -2.2807 0.5477
C 2.1991 2.3921 -0.1630
C -6.0918 -2.3308 2.7609
S 1.9051 1.6813 1.1806
C -3.8471 0.8854 -1.0732
C -2.9808 -1.3905 -0.3934
H -2.0771 -1.9532 -0.5060
C 0.5801 3.0346 1.8901
H 1.0635 3.8853 -1.5286
C -5.0868 0.5106 -0.5028
H -4.2106 -2.6443 0.4307
H 1.2707 0.2437 -2.1409
C -2.8453 -0.1526 -0.7918
H -1.6435 -1.1035 -2.9091
N -1.6173 0.4515 -1.6256
C 0.1876 -1.4164 -1.9292
C 0.0214 3.4187 0.4804
H -5.8318 1.1188 -0.4020
H 6.0032 -0.4017 -1.1135
C 4.9819 -0.7458 -1.0479
O -6.2920 -0.9666 0.5818
H -0.4295 0.0094 -3.2200
H 5.7511 -2.3856 2.6954
H -7.7345 -2.4289 1.3949
H 3.6607 -2.9681 1.5761
H -4.9424 -2.3073 2.7809
O 0.9845 0.3938 0.8759
H 6.1020 -3.8184 1.7062
H 2.9522 3.0843 0.0520
C -6.5564 -2.2950 1.2570

Its energy above the lowest of the compared OMol25 structures with the same formula, charge and spin is 425.0 kcal/mol. Its HOMO-LUMO gap is 7.60 eV. The calculated total energy is -59580.9809 eV. As for the LUMO energy: 0.555 eV. As for the total charge: 0.

3.
Density functional theory data (wB97M-V/def2-TZVPD) for a structure of composition C4H3Br2NO.

Atoms and positions in Å:
C 1.5233 0.0833 -0.3118
O -1.5460 -2.7549 -0.5938
C -1.1584 -2.0066 0.2074
Br -0.2355 2.9494 -0.6613
H 2.0013 1.0289 -0.3331
Br -2.5035 1.2821 0.9624
N -0.6792 -1.2845 1.0442
C -0.7877 1.2425 0.2029
H 1.9012 -0.4221 0.5847
H 1.4225 -0.3967 -1.2369
C 0.0620 0.2786 0.1356

Its energy above the lowest of the compared OMol25 structures with the same formula, charge and spin is 27.2 kcal/mol. Its HOMO-LUMO gap is 9.23 eV. The calculated total energy is -147816.2313 eV. As for the LUMO energy: -0.910 eV. As for the total charge: 0.

4.
Density functional theory data (wB97M-V/def2-TZVPD) for a structure of composition CH4NO4P.

Atoms and positions in Å:
O 0.7857 0.8367 2.5026
O 3.0539 0.7559 1.4145
H 2.8917 1.7057 1.6329
N 1.0708 -0.3338 0.0009
O 1.8221 -1.5331 2.1692
H -0.4499 1.1723 0.1036
H 1.1327 -1.3402 -0.0668
C -0.3493 0.6181 -0.7803
O -1.2669 -0.1927 -1.1537
H 0.0492 1.1546 -1.6330
P 1.4567 -0.1513 1.6221

Its energy above the lowest of the compared OMol25 structures with the same formula, charge and spin is 20.1 kcal/mol. Its HOMO-LUMO gap is 6.81 eV. The calculated total energy is -20070.9774 eV. As for the LUMO energy: 7.162 eV. As for the total charge: -2.

5.
Density functional theory data (wB97M-V/def2-TZVPD) for a cluster of 2 separate species, CH8N3O in total.

Atoms and positions in Å:
N 1.2329 0.1473 -0.1289
H 0.6437 -1.1663 2.1992
N 0.4749 -0.1724 1.9923
H -0.6808 1.5976 -1.4090
H -0.4409 -0.1139 2.4281
H 2.0880 0.3165 0.3964
C 0.2170 -0.2064 0.5908
N -0.8932 -0.9736 0.2305
H 1.0638 0.3985 -1.1056
H -1.6926 0.9318 -2.4379
H -0.7253 -1.9138 -0.1147
O -0.7738 1.0296 -2.1521
H -1.5582 -0.5519 -0.4092

Its energy above the lowest of the compared OMol25 structures with the same formula, charge and spin is 63.5 kcal/mol. Its HOMO-LUMO gap is 9.87 eV. The calculated total energy is -7677.0906 eV. As for the LUMO energy: -5.400 eV. As for the total charge: +1.

6.
Density functional theory data (wB97M-V/def2-TZVPD) for a structure of composition C9H20CuN4OPSe2Te2.

Atoms and positions in Å:
N 2.9109 0.6488 1.4626
H 0.9428 1.3381 1.1824
H 4.4821 1.7217 0.6198
H 3.8427 1.5085 -1.6520
H 2.3775 -2.5210 0.7871
N 4.2753 -0.0965 -0.3791
H -6.5452 0.3868 -1.0060
H 3.5838 -0.0790 -2.3606
H 3.9263 -2.0313 -1.0416
C -5.2689 -1.7353 -0.1631
H -2.8624 -1.4682 -0.9025
Se -1.6920 0.0861 1.6544
C -5.4908 0.6248 -1.1027
C 1.9035 1.3666 0.6697
H -5.1635 -2.6277 -0.7793
C 1.4690 -1.1258 -0.4491
H -4.7814 -1.9075 0.7977
C 4.2318 0.6889 0.8527
C 2.5228 -0.6773 1.7730
C 3.4665 0.5059 -1.4467
H -5.2382 1.4207 -0.3990
Te -1.7962 4.2695 1.4427
N 2.5436 -1.5552 0.5068
Se -0.6353 3.6159 -0.6395
H 1.4860 -1.7899 -1.3133
N -4.6911 -0.5687 -0.8367
H 4.9728 0.3013 1.5536
H 4.6297 -1.8952 0.5870
H -5.2953 0.9841 -2.1097
C -3.4164 -0.5641 -1.1595
H 0.5095 -1.2228 0.0540
O -2.8587 0.3878 -1.7440
H -6.3256 -1.5638 0.0095
H 2.1917 2.4125 0.5760
C 3.9324 -1.4488 -0.1210
H 3.2147 -1.1336 2.4815
Cu -1.7774 1.7522 -1.1764
Te -2.7228 2.0432 2.6530
H 1.5048 -0.7011 2.1587
P 1.6410 0.6494 -1.0402

Its energy above the lowest of the compared OMol25 structures with the same formula, charge and spin is 11.5 kcal/mol. Its HOMO-LUMO gap (alpha / beta) is 6.79 / 5.11 eV. The calculated total energy is -216867.7366 eV. The spin multiplicity is 2. As for the LUMO energy (alpha / beta): -2.864 / -4.486 eV. As for the total charge: +1. Its expectation value of S² is 0.758.